# H27O13

A cluster of 13 separate species, H27O13 in total at a distorted geometry (ωB97M-V/def2-TZVPD, OMol25).

Geometry as XYZ:
```
40
Properties=species:S:1:pos:R:3:nbo_charge:R:1
O -2.563 3.149 -0.123 -0.99
H 2.476 -0.187 -0.044 0.49
H 0.481 0.137 -1.444 0.49
O -3.260 0.230 -2.094 -0.96
H 3.592 -1.228 -0.549 0.47
H 2.805 -3.630 0.340 0.47
O 2.655 2.782 -0.659 -0.95
H -2.752 -0.521 -2.558 0.57
O 1.981 -3.861 0.834 -0.94
H 2.190 1.795 2.019 0.49
H 1.804 -2.970 1.242 0.47
O 1.384 1.894 1.538 -1.01
H -2.327 3.243 -1.091 0.52
H -3.052 0.905 -0.879 0.52
O -3.155 0.865 0.226 -0.85
H 1.819 -0.690 2.562 0.48
H -3.456 1.897 0.481 0.57
O 1.505 -0.561 1.593 -1.00
H 0.401 0.707 0.074 0.50
H 0.572 -0.874 1.724 0.50
O -1.025 -1.327 -3.195 -1.00
H -0.313 -1.521 -3.873 0.50
H 1.449 2.625 0.838 0.52
O -0.634 -1.948 2.064 -0.97
H -0.134 0.941 1.877 0.53
H -1.543 -1.649 2.445 0.51
O 0.509 -2.872 -1.423 -0.98
H 1.070 -3.570 -1.079 0.51
H 0.452 -2.201 -0.739 0.47
O 2.906 -0.593 -0.759 -0.97
H -0.637 -1.826 -2.471 0.50
H -2.322 4.069 0.227 0.52
O -1.142 1.036 1.595 -1.01
H -0.349 -2.674 2.661 0.50
H -1.252 1.977 1.731 0.49
O 0.760 0.792 -0.832 -0.98
H 2.292 1.903 -0.805 0.51
H -4.188 0.105 -1.885 0.51
H -2.176 0.827 0.271 0.55
H 3.176 2.822 0.160 0.46
```

Values from the calculation:
* total charge: +1
* E_tot: -27047.8647 eV
* lowest unoccupied orbital energy: -3.23 eV


# C23H49N2OP3STm

A structure of composition C23H49N2OP3STm at a distorted geometry (ωB97M-V/def2-TZVPD, OMol25).

Geometry as XYZ:
```
80
Properties=species:S:1:pos:R:3:lowdin_charge:R:1
Tm 0.679 -0.096 -0.140 0.96
P 2.607 1.812 0.219 0.73
P -1.528 0.283 1.519 0.73
P -0.730 1.851 -1.495 0.70
H 1.031 -1.710 -4.046 0.15
C 0.262 -1.733 -3.249 -0.21
C 0.974 -1.761 -1.920 -0.47
H 1.731 -0.952 -1.799 0.05
C 4.259 1.178 0.671 -0.24
C 2.409 3.023 1.594 -0.23
C 3.142 2.998 -1.072 -0.25
C -3.012 -0.654 0.989 -0.23
C -1.385 -0.391 3.210 -0.25
C -2.320 1.878 1.959 -0.24
C -0.158 2.189 -3.198 -0.24
C -0.826 3.564 -0.850 -0.23
C -2.506 1.523 -1.812 -0.25
H -0.387 -0.872 -3.409 0.10
H 0.255 -1.996 -1.065 0.04
H 4.798 0.867 -0.227 0.07
H 4.176 0.309 1.327 0.02
H 4.832 1.962 1.179 0.08
H 2.152 2.504 2.524 0.04
H 1.605 3.733 1.370 0.05
H 3.350 3.574 1.743 0.08
H 3.374 2.471 -2.002 0.06
H 4.043 3.524 -0.732 0.08
H 2.361 3.732 -1.288 0.04
H -3.709 -0.684 1.837 0.08
H -2.720 -1.677 0.722 0.05
H -3.489 -0.179 0.124 0.04
H -2.344 -0.223 3.713 0.07
H -0.592 0.114 3.768 0.05
H -1.181 -1.465 3.194 0.05
H -2.917 1.716 2.868 0.07
H -2.974 2.244 1.159 0.05
H -1.554 2.634 2.175 0.05
H -0.979 2.661 -3.751 0.07
H 0.127 1.264 -3.712 0.04
H 0.707 2.860 -3.188 0.05
H -1.434 4.172 -1.533 0.08
H 0.173 4.007 -0.775 0.03
H -1.289 3.583 0.141 0.03
H -2.792 2.009 -2.753 0.07
H -3.144 1.902 -1.006 0.05
H -2.681 0.445 -1.916 0.04
C 0.571 -4.154 -2.962 -0.56
C -0.468 -3.086 -3.307 -0.30
C -1.235 -3.469 -4.546 -0.03
C -0.970 -4.604 -5.251 -0.06
C 0.255 -5.348 -5.100 -0.05
C 1.057 -5.050 -4.048 -0.10
S 1.980 -3.439 -2.187 1.00
H 0.365 -4.738 -2.059 0.10
H -1.246 -3.109 -2.527 0.15
H -2.120 -2.873 -4.826 0.12
H -1.657 -4.944 -6.033 0.12
H 0.465 -6.169 -5.797 0.13
H 2.033 -5.515 -3.888 0.11
C 2.408 -0.448 3.565 0.00
N 2.027 -1.860 3.408 -0.05
C 2.414 -2.767 4.479 -0.12
C 1.574 -4.003 4.435 -0.14
C 1.617 -4.591 3.061 -0.12
N 1.170 -3.591 2.110 -0.05
C 0.660 -4.106 0.846 -0.01
C 1.505 -2.310 2.263 -0.38
O 1.274 -1.451 1.297 -0.24
H 3.385 -0.236 3.087 0.09
H 2.475 -0.247 4.651 0.12
H 1.636 0.214 3.123 0.06
H 3.481 -3.020 4.373 0.15
H 2.276 -2.240 5.422 0.14
H 0.538 -3.763 4.685 0.14
H 1.942 -4.728 5.163 0.15
H 0.929 -5.427 2.982 0.14
H 2.627 -4.943 2.798 0.16
H 1.485 -4.344 0.158 0.06
H 0.079 -5.009 1.085 0.12
H -0.002 -3.374 0.376 0.07
```

Values from the calculation:
* total charge: +3
* E_tot: -97881.3678 eV
* 2S+1: 3
* lowest unoccupied orbital energy (spin up / spin down): -9.39 / -9.33 eV


# C15H24N4O5Ru

A structure of composition C15H24N4O5Ru at a distorted geometry (ωB97M-V/def2-TZVPD, OMol25).

Geometry as XYZ:
```
49
Properties=species:S:1:pos:R:3:nbo_charge:R:1
O 2.005 2.507 -3.885 -0.92
H 2.103 3.145 -3.104 0.46
Ru 0.022 -0.348 -0.162 1.12
N -1.699 -0.887 -1.103 -0.22
N 0.669 -0.765 -2.054 -0.28
O -2.973 -1.192 -0.563 -0.54
O 1.895 -0.661 -2.457 -0.33
C -1.611 -1.201 -2.401 0.09
C -0.321 -1.069 -2.978 0.29
C -2.860 -1.736 -2.979 -0.66
C -0.021 -1.391 -4.419 -0.70
H -3.651 -0.972 -2.908 0.25
H -3.199 -2.653 -2.457 0.24
H -2.671 -1.953 -4.036 0.23
H 1.032 -1.634 -4.565 0.26
H -0.208 -0.523 -5.067 0.25
H -0.613 -2.242 -4.803 0.24
H -2.900 -0.819 0.343 0.48
H 1.254 1.945 -3.485 0.46
O 0.021 -2.624 0.576 -0.94
H -0.628 -3.184 0.102 0.51
H 0.918 -3.021 0.509 0.51
C 0.012 1.524 -0.370 -0.86
H 1.047 1.662 -0.757 0.24
H -0.426 1.828 -1.395 0.24
H -0.136 2.398 0.338 0.27
O -2.072 4.174 0.326 -0.97
H -2.632 4.497 -0.407 0.49
H -1.951 4.891 0.991 0.48
C -2.353 0.931 3.381 -0.23
C -1.429 0.743 4.418 -0.14
C -0.112 0.373 4.147 -0.20
C 0.269 0.144 2.818 0.18
N -0.704 0.145 1.861 -0.46
C -1.920 0.709 2.071 0.06
C 1.646 -0.176 2.391 0.17
C 2.738 -0.368 3.268 -0.20
C 3.967 -0.756 2.738 -0.14
C 4.111 -0.883 1.348 -0.23
C 3.014 -0.630 0.523 0.06
N 1.794 -0.368 1.046 -0.49
H -3.371 1.282 3.557 0.25
H -1.707 0.947 5.446 0.24
H 0.674 0.281 4.893 0.23
H -2.540 0.974 1.192 0.23
H 2.572 -0.220 4.341 0.23
H 4.808 -0.941 3.405 0.24
H 5.060 -1.183 0.895 0.25
H 3.077 -0.699 -0.569 0.26
```

Values from the calculation:
* total charge: +1
* E_tot: -34710.8510 eV
* 2S+1: 6
* lowest unoccupied orbital energy (spin up / spin down): -3.64 / -4.55 eV


# C4H3N2O4

A cluster of 2 separate species, C4H3N2O4 in total at a distorted geometry (ωB97M-V/def2-TZVPD, OMol25).

Geometry as XYZ:
```
13
Properties=species:S:1:pos:R:3:nbo_charge:R:1
C 0.088 1.479 -0.247 -0.21
C 0.597 0.224 -0.759 0.76
C 1.779 -0.190 1.270 0.97
C -2.651 -1.077 0.732 1.05
N 0.383 1.872 0.900 -0.30
N 1.429 -0.515 0.068 -0.65
O -3.738 -1.173 1.040 -0.44
O 2.257 -0.193 2.305 -0.27
O -1.554 -0.966 0.390 -0.60
O 0.406 -0.298 -1.927 -0.56
H -0.560 2.049 -0.920 0.20
H 1.747 -1.408 -0.330 0.49
H -0.184 0.197 -2.523 0.56
```

Values from the calculation:
* total charge: +1
* E_tot: -15356.1639 eV
* lowest unoccupied orbital energy (spin up / spin down): -6.42 / -6.42 eV


# C36H41BCl2F12NO30

A cluster of 10 separate species, C36H41BCl2F12NO30 in total at a distorted geometry (ωB97M-V/def2-TZVPD, OMol25).

Geometry as XYZ:
```
123
Properties=species:S:1:pos:R:3:lowdin_charge:R:1
C 7.469 -1.421 -1.116 -0.09
C 6.972 -1.786 -2.471 -0.71
Cl 8.078 -2.779 -3.428 0.62
C 5.824 -1.433 -2.967 -0.58
Cl 5.431 -1.990 -4.588 0.70
C 4.833 -0.529 -2.164 -0.40
C 4.392 -1.063 -0.806 -0.10
C 4.343 -2.594 -0.688 -0.27
N 3.107 -3.211 -1.178 0.01
O 5.572 0.654 -1.980 -0.07
B 5.739 1.304 -3.304 -0.55
O 4.443 0.861 -3.962 -0.07
C 3.745 -0.001 -3.182 -0.34
C 2.484 0.700 -2.583 -0.06
O 2.629 2.139 -2.559 0.08
C 2.777 2.671 -1.371 -0.81
F 1.593 2.983 -0.807 0.13
F 3.453 1.968 -0.508 0.21
F 3.400 3.825 -1.509 0.18
H 7.217 -0.400 -0.843 0.09
H 6.963 -2.060 -0.390 0.08
H 8.545 -1.508 -1.049 0.05
H 3.434 -0.668 -0.477 0.10
H 5.125 -0.711 -0.084 0.11
H 4.380 -2.821 0.381 0.11
H 5.194 -3.102 -1.132 0.09
H 2.853 -2.876 -2.098 0.06
H 2.350 -3.106 -0.519 0.06
H 5.601 2.517 -3.203 0.07
H 6.766 1.002 -3.881 0.07
H 3.304 -0.850 -3.729 0.11
H 2.157 0.286 -1.629 0.11
H 1.680 0.507 -3.289 0.12
C 2.204 -7.344 0.972 -0.05
C 1.878 -7.829 -0.417 -0.31
O 0.608 -7.247 -0.662 0.11
C 0.570 -6.090 0.074 -0.55
O -0.218 -5.223 -0.088 0.18
O 1.558 -6.070 1.001 0.08
F 1.754 -9.182 -0.457 0.07
H 1.777 -7.988 1.743 0.15
H 3.273 -7.244 1.144 0.14
H 2.580 -7.506 -1.186 0.18
C -1.460 1.611 0.144 -0.04
C -2.444 2.646 -0.331 -0.31
O -3.429 2.627 0.691 0.10
C -2.788 2.254 1.842 -0.55
O -3.243 2.388 2.928 0.18
O -1.574 1.724 1.569 0.09
F -3.023 2.287 -1.504 0.07
H -1.740 0.602 -0.163 0.15
H -0.444 1.813 -0.185 0.13
H -2.033 3.652 -0.425 0.18
C 11.097 1.263 -3.893 -0.06
C 9.617 0.997 -3.831 -0.31
O 9.530 -0.017 -2.840 0.09
C 10.580 0.172 -1.996 -0.54
O 10.681 -0.318 -0.919 0.16
O 11.507 1.002 -2.546 0.07
F 9.159 0.511 -5.006 0.07
H 11.612 0.583 -4.565 0.11
H 11.330 2.287 -4.180 0.14
H 9.009 1.852 -3.529 0.17
C -6.885 2.772 1.618 -0.04
C -7.231 2.264 0.245 -0.30
O -8.565 2.722 0.075 0.14
C -8.687 3.858 0.818 -0.55
O -9.570 4.644 0.711 0.17
O -7.659 3.979 1.694 0.06
F -7.220 0.910 0.194 0.08
H -7.205 2.091 2.406 0.12
H -5.823 2.976 1.736 0.13
H -6.605 2.659 -0.557 0.17
C -8.669 -0.252 5.644 -0.05
C -8.369 -0.294 4.168 -0.30
O -7.098 -0.908 4.124 0.13
C -7.020 -1.726 5.220 -0.54
O -6.218 -2.582 5.364 0.19
O -7.999 -1.423 6.115 0.07
F -8.274 0.958 3.642 0.06
H -8.244 0.631 6.124 0.15
H -9.734 -0.296 5.861 0.14
H -9.077 -0.878 3.578 0.18
C -1.487 -10.031 -0.314 -0.06
C -2.974 -10.271 -0.337 -0.31
O -3.125 -11.362 0.555 0.13
C -2.103 -11.272 1.461 -0.55
O -2.066 -11.855 2.490 0.18
O -1.142 -10.419 1.020 0.07
F -3.402 -10.646 -1.568 0.07
H -0.956 -10.666 -1.025 0.15
H -1.223 -8.994 -0.502 0.13
H -3.574 -9.429 0.013 0.18
C -8.824 6.497 4.021 -0.05
C -7.716 7.508 3.899 -0.31
O -7.521 7.915 5.243 0.13
C -7.873 6.851 6.029 -0.55
O -7.594 6.743 7.175 0.18
O -8.578 5.937 5.316 0.08
F -8.097 8.583 3.165 0.07
H -9.811 6.958 4.009 0.12
H -8.782 5.735 3.247 0.12
H -6.782 7.111 3.498 0.18
C 14.463 -0.454 -6.829 -0.05
C 13.284 0.380 -7.260 -0.30
O 13.802 1.696 -7.214 0.13
C 15.144 1.599 -7.454 -0.54
O 15.843 2.508 -7.745 0.19
O 15.565 0.313 -7.321 0.07
F 12.253 0.277 -6.384 0.06
H 14.531 -0.537 -5.743 0.15
H 14.456 -1.452 -7.261 0.14
H 12.923 0.165 -8.267 0.18
C -13.697 6.989 6.119 -0.06
C -12.801 6.987 4.907 -0.31
O -12.301 5.662 4.889 0.13
C -13.259 4.878 5.475 -0.54
O -13.300 3.699 5.399 0.19
O -14.164 5.640 6.147 0.07
F -11.764 7.849 5.062 0.07
H -13.145 7.203 7.036 0.15
H -14.525 7.689 6.032 0.14
H -13.312 7.195 3.965 0.18
```

Values from the calculation:
* total charge: -1
* E_tot: -159246.3145 eV
* lowest unoccupied orbital energy: 1.33 eV


# C51H66Cl2N6O4S5SbSn

A structure of composition C51H66Cl2N6O4S5SbSn at a distorted geometry (ωB97M-V/def2-TZVPD, OMol25).

Geometry as XYZ:
```
136
Properties=species:S:1:pos:R:3:lowdin_charge:R:1
Sn -0.287 0.628 -0.035 0.99
S -1.135 6.787 4.048 0.61
C -0.935 5.385 3.257 -1.48
S -2.251 4.393 2.677 0.90
C -1.292 3.054 2.101 -1.11
C 0.087 3.215 2.184 -1.14
S 1.267 2.178 1.568 0.60
S 0.632 4.718 2.875 0.91
S -2.141 1.738 1.452 0.64
C 0.063 -1.925 8.267 -0.03
C 0.986 -0.883 7.620 -0.51
C 0.953 0.391 8.473 -0.04
C 2.415 -1.452 7.654 -0.04
C 0.572 -0.551 6.148 -0.42
O 1.644 0.119 5.470 -0.02
C -0.645 0.388 6.008 -0.10
C -2.053 -0.057 6.446 -0.13
C -3.068 0.840 5.775 -0.23
C -3.226 2.159 6.189 -0.03
C -4.083 3.023 5.526 -0.11
C -4.799 2.560 4.433 -0.70
Cl -5.869 3.631 3.592 0.68
C -4.679 1.244 4.017 -0.12
C -3.816 0.393 4.691 -0.04
C 0.421 -1.853 5.330 -0.03
N -0.025 -1.583 3.978 -0.08
C 0.611 -0.920 3.013 -0.14
N -0.219 -0.735 1.999 -0.05
C -1.366 -1.350 2.397 -0.24
N -1.285 -1.861 3.596 0.15
H 0.331 -2.023 9.320 0.10
H 0.184 -2.908 7.812 0.08
H -0.989 -1.643 8.217 0.07
H 1.382 0.181 9.453 0.09
H -0.068 0.744 8.628 0.08
H 1.540 1.200 8.030 0.09
H 2.721 -1.599 8.691 0.09
H 3.129 -0.783 7.179 0.09
H 2.471 -2.422 7.157 0.08
H 1.787 0.976 5.885 0.10
H -0.692 0.664 4.951 0.12
H -0.404 1.309 6.544 0.12
H -2.149 0.041 7.529 0.11
H -2.248 -1.093 6.173 0.11
H -2.672 2.523 7.048 0.12
H -4.203 4.046 5.855 0.11
H -5.263 0.891 3.177 0.11
H -3.726 -0.637 4.375 0.10
H -0.304 -2.530 5.770 0.13
H 1.397 -2.331 5.290 0.14
H 1.619 -0.557 3.105 0.12
H -2.261 -1.384 1.801 0.11
Cl -6.542 -4.179 -3.762 0.70
C -5.172 -3.350 -3.120 -0.66
C -4.874 -3.463 -1.770 -0.08
C -3.768 -2.804 -1.262 -0.01
C -2.976 -2.020 -2.094 -0.14
C -3.295 -1.903 -3.444 -0.01
C -4.384 -2.578 -3.964 -0.09
C -1.827 -1.261 -1.529 -0.65
O -1.410 -0.232 -2.126 -0.13
O -1.282 -1.649 -0.454 -0.17
H -5.507 -4.062 -1.130 0.11
H -3.516 -2.885 -0.213 0.12
H -2.683 -1.275 -4.078 0.12
H -4.634 -2.505 -5.014 0.11
C 1.876 0.299 -8.738 -0.05
C 0.886 1.306 -8.220 -0.28
C 1.060 2.669 -8.451 -0.04
C 0.169 3.601 -7.951 -0.02
C -0.924 3.196 -7.189 -0.26
N -1.835 4.185 -6.747 0.13
C -2.795 4.105 -5.770 -0.52
O -3.867 4.656 -5.868 0.10
N -2.491 3.355 -4.625 0.14
C -1.324 3.346 -3.865 -0.19
C -0.157 4.045 -4.180 0.02
C 0.919 3.986 -3.310 -0.03
C 0.819 3.237 -2.152 -0.16
N -0.294 2.578 -1.840 -0.02
C -1.334 2.636 -2.662 -0.08
C -1.113 1.841 -6.954 -0.02
C -0.221 0.916 -7.476 -0.05
H 2.184 0.536 -9.756 0.08
H 1.456 -0.706 -8.731 0.08
H 2.776 0.296 -8.118 0.08
H 1.905 3.008 -9.037 0.12
H 0.317 4.655 -8.156 0.12
H -2.039 4.908 -7.420 0.16
H -3.329 3.113 -4.120 0.15
H -0.098 4.656 -5.067 0.11
H 1.822 4.540 -3.525 0.12
H 1.637 3.172 -1.442 0.09
H -2.226 2.102 -2.352 0.12
H -1.969 1.500 -6.387 0.11
H -0.411 -0.138 -7.316 0.11
C 3.678 -0.604 1.090 -0.13
C 3.765 -0.574 -0.428 -0.66
C 4.965 -1.371 -0.916 -0.10
C 3.830 0.863 -0.923 -0.12
Sb 1.791 -1.408 -1.207 1.69
C 1.907 -1.191 -3.456 -0.65
C 3.319 -1.490 -3.936 -0.10
C 0.907 -2.158 -4.069 -0.10
C 1.534 0.250 -3.753 -0.12
C 1.649 -3.600 -0.577 -0.64
C 1.385 -3.601 0.920 -0.11
C 0.492 -4.257 -1.311 -0.10
C 2.971 -4.265 -0.926 -0.10
H 4.559 -0.109 1.512 0.10
H 3.659 -1.625 1.475 0.07
H 2.799 -0.063 1.444 0.00
H 5.874 -0.919 -0.504 0.10
H 5.057 -1.362 -2.001 0.06
H 4.937 -2.406 -0.582 0.06
H 4.718 1.348 -0.503 0.10
H 2.960 1.438 -0.595 0.02
H 3.909 0.920 -2.010 0.07
H 3.663 -2.482 -3.639 0.08
H 4.030 -0.745 -3.579 0.06
H 3.323 -1.446 -5.031 0.10
H 1.196 -3.197 -3.908 0.07
H 0.874 -1.991 -5.150 0.09
H -0.096 -1.998 -3.675 0.07
H 2.192 0.955 -3.244 0.06
H 0.505 0.451 -3.465 0.06
H 1.625 0.431 -4.828 0.09
H 0.424 -3.132 1.133 0.06
H 2.170 -3.096 1.484 0.06
H 1.339 -4.638 1.268 0.10
H -0.436 -3.715 -1.157 0.06
H 0.356 -5.266 -0.908 0.10
H 0.683 -4.353 -2.379 0.06
H 3.783 -3.907 -0.294 0.06
H 3.247 -4.117 -1.972 0.08
H 2.872 -5.343 -0.760 0.10
```

Values from the calculation:
* total charge: +1
* E_tot: -162676.1650 eV
* lowest unoccupied orbital energy (spin up / spin down): -4.80 / -4.80 eV


# C2H2N2S

An isolated molecule of C2H2N2S at a distorted geometry (ωB97M-V/def2-TZVPD, OMol25).

Geometry as XYZ:
```
7
Properties=species:S:1:pos:R:3:nbo_charge:R:1
N -2.052 -1.267 0.039 -0.27
C -1.366 -0.212 -0.042 0.16
C -0.305 0.965 -0.045 -0.03
N 0.972 0.651 0.095 -0.47
S 1.080 -1.082 -0.119 0.20
H -0.768 2.093 -0.413 0.26
H 2.439 -1.148 0.484 0.15
```

Values from the calculation:
* total charge: 0
* SMILES: N#C/C=N\S
* E_tot: -15918.1132 eV
* lowest unoccupied orbital energy: -0.68 eV


# C4H4O3

A cluster of 2 separate species, C4H4O3 in total at a distorted geometry (ωB97M-V/def2-TZVPD, OMol25).

Geometry as XYZ:
```
11
Properties=species:S:1:pos:R:3:nbo_charge:R:1
C -1.126 0.641 1.085 0.35
C -0.644 0.430 -0.319 -0.59
C -1.448 0.819 -1.293 0.70
C 1.571 -0.444 0.034 0.18
O -2.070 1.056 -2.276 -0.46
O -2.091 1.340 1.351 -0.57
O 1.602 -1.499 -0.806 -0.62
H -0.729 0.102 1.934 0.11
H 2.354 0.258 -0.364 0.20
H 1.437 -0.425 1.103 0.19
H 1.143 -2.278 -0.450 0.50
```

Values from the calculation:
* total charge: 0
* E_tot: -10350.4866 eV
* lowest unoccupied orbital energy (spin up / spin down): -1.20 / -1.20 eV


- Which of these has the highest E_tot?
  C4H4O3


- Which of these has the highest total charge?
  C23H49N2OP3STm